The following is a quantum chemistry calculation of a single C24H24N4O4S2 molecule at a distorted geometry, from OMol25.

Atoms and positions in Å:
O (3.496, 1.625, 1.917)
S (4.142, 0.988, 0.801)
O (5.548, 0.724, 0.895)
C (3.275, -0.530, 0.434)
C (3.680, -1.277, -0.657)
C (3.036, -2.464, -0.944)
C (1.985, -2.908, -0.137)
N (1.400, -4.133, -0.443)
C (0.181, -4.634, -0.115)
S (-0.077, -6.264, -0.090)
N (-0.862, -3.803, 0.144)
N (-0.869, -2.498, -0.145)
C (-1.934, -1.823, 0.048)
C (-2.003, -0.414, -0.261)
C (-0.932, 0.252, -0.862)
C (-1.038, 1.598, -1.153)
C (-2.195, 2.295, -0.855)
C (-3.270, 1.640, -0.257)
O (-4.352, 2.403, 0.068)
C (-5.605, 1.846, 0.150)
C (-6.059, 0.881, -0.742)
C (-7.357, 0.414, -0.642)
C (-8.208, 0.906, 0.334)
C (-7.758, 1.880, 1.210)
C (-6.461, 2.351, 1.123)
C (-3.170, 0.288, 0.042)
C (1.609, -2.158, 0.978)
C (2.250, -0.965, 1.252)
N (3.892, 1.811, -0.644)
C (4.925, 2.755, -1.026)
C (4.726, 4.095, -0.314)
O (3.434, 4.607, -0.561)
C (2.440, 3.722, -0.090)
C (2.555, 2.355, -0.774)
H (4.497, -0.918, -1.261)
H (3.343, -3.059, -1.791)
H (2.006, -4.815, -0.881)
H (-1.725, -4.272, 0.435)
H (-2.840, -2.292, 0.450)
H (-0.037, -0.304, -1.091)
H (-0.217, 2.115, -1.626)
H (-2.287, 3.347, -1.075)
H (-5.401, 0.510, -1.515)
H (-7.706, -0.335, -1.337)
H (-9.219, 0.536, 0.407)
H (-8.418, 2.273, 1.968)
H (-6.094, 3.110, 1.796)
H (-3.993, -0.219, 0.524)
H (0.842, -2.517, 1.643)
H (1.980, -0.366, 2.107)
H (5.882, 2.311, -0.754)
H (4.870, 2.892, -2.111)
H (5.426, 4.845, -0.685)
H (4.873, 3.951, 0.767)
H (1.481, 4.191, -0.317)
H (2.539, 3.584, 0.995)
H (1.863, 1.645, -0.320)
H (2.341, 2.450, -1.844)

Forces on the atoms, in the same order (eV/Å):
-0.206 -0.117 -0.090
-0.198 -0.296 -0.476
0.135 -0.025 -0.211
0.211 0.538 0.125
0.040 -0.066 0.007
-0.116 -0.018 0.131
0.311 0.643 0.252
-0.083 -0.028 -0.289
-0.044 -0.333 -0.172
-0.070 -0.373 0.032
-0.558 -0.411 0.511
-0.034 0.845 -0.475
0.043 -1.013 0.234
0.054 0.905 -0.257
-0.095 -0.153 0.086
-0.039 -0.063 0.048
-0.401 -0.017 0.134
0.564 -0.148 -0.163
-0.075 0.219 0.052
-0.467 -0.139 0.033
0.255 0.161 -0.046
-0.038 -0.011 0.031
-0.123 -0.039 0.010
-0.033 -0.049 -0.026
0.357 0.005 -0.104
0.048 -0.051 0.068
0.252 -0.095 -0.029
-0.002 0.057 0.080
0.248 -0.659 0.797
0.413 0.426 0.179
0.230 -0.167 -0.128
-0.023 0.119 -0.166
-0.214 -0.231 0.045
-0.427 0.371 0.120
0.089 -0.033 -0.170
0.016 -0.042 -0.116
-0.213 0.019 0.190
0.379 0.091 -0.123
0.070 -0.027 0.014
0.140 -0.048 -0.059
0.088 0.053 -0.053
-0.026 0.126 -0.030
0.025 -0.023 -0.040
-0.024 -0.054 -0.059
-0.087 -0.028 0.006
-0.047 0.040 0.063
0.052 0.080 0.072
-0.047 -0.049 0.018
-0.059 -0.023 0.044
-0.096 0.026 0.124
0.081 0.151 -0.168
0.008 -0.039 0.079
0.032 -0.087 0.075
0.033 0.076 -0.066
0.004 -0.085 0.046
-0.074 0.082 -0.137
-0.216 0.063 -0.128
-0.042 -0.054 0.071

Properties
Max |F| ... 1.06 eV/A
LUMO level ... -0.44 eV
Energy above the lowest of the compared OMol25 structures with the same formula, charge and spin ... 7.20 kcal per mole
Multiplicity ... 1
SMILES ... O=S(=O)(c1ccc(NC(=S)N/N=C/c2cccc(Oc3ccccc3)c2)cc1)N1CCOCC1
E ... -2245.27018 a.u.



The following is a quantum chemistry calculation of a molecular structure, C5H10AlO4 at a distorted geometry, from OMol25.

Atoms and positions in Å:
O (3.025, 0.802, 1.151)
C (2.392, -0.118, 0.569)
O (2.624, -1.432, 1.054)
C (1.445, 0.233, -0.660)
C (0.399, 1.368, -0.231)
C (-1.142, 0.972, -0.433)
C (-1.703, 0.414, 0.997)
O (-1.099, -0.888, 1.159)
Al (-1.626, -1.673, -0.473)
O (-1.504, -0.026, -1.397)
H (2.584, -2.081, 0.313)
H (2.095, 0.665, -1.504)
H (0.979, -0.717, -1.073)
H (0.604, 2.282, -0.891)
H (0.588, 1.659, 0.859)
H (-1.654, 1.987, -0.643)
H (-1.694, 1.133, 1.883)
H (-2.824, 0.255, 0.739)
H (-3.054, -2.337, -0.291)
H (-0.436, -2.498, -1.126)

Forces on the atoms, in the same order (eV/Å):
-2.333 -3.145 -1.691
2.136 2.313 1.164
-0.267 1.311 -1.812
0.510 -0.587 0.151
0.162 -0.226 -0.745
-0.788 0.491 1.672
-0.968 -0.613 -1.921
-0.828 0.993 -0.662
0.938 1.933 0.619
0.779 0.452 1.540
-0.560 0.723 0.663
-0.618 -0.733 1.417
0.209 1.329 0.632
-0.170 -1.214 1.011
-0.332 -0.356 -1.576
0.419 -1.432 0.074
0.628 -0.983 -0.944
1.175 0.400 0.618
-0.229 -0.113 -0.166
0.140 -0.544 -0.044

Properties
Max |F| ... 4.27 eV/A
LUMO level ... 3.44 eV
Energy above the lowest of the compared OMol25 structures with the same formula, charge and spin ... 34.10 kcal per mole
Multiplicity ... 1
E ... -739.99421 a.u.
Total charge ... -1



The following is a quantum chemistry calculation of a molecular structure, C27H33Ge2N5O3PtS, from OMol25.

Atoms and positions in Å:
Pt (-0.820, -1.133, 0.296)
N (-4.857, 0.187, 0.916)
C (-3.637, -0.213, 0.497)
S (-2.479, -0.613, 1.765)
N (-3.386, -0.215, -0.771)
N (-2.107, -0.614, -1.100)
C (-1.816, -0.640, -2.356)
C (-0.631, -1.174, -2.965)
C (-0.609, -1.153, -4.377)
C (0.398, -1.746, -5.091)
C (1.420, -2.409, -4.400)
C (1.444, -2.442, -3.027)
C (0.439, -1.807, -2.270)
O (0.562, -1.868, -0.961)
H (-5.133, 0.040, 1.870)
H (-5.576, 0.321, 0.225)
H (-2.616, -0.297, -3.006)
H (-1.425, -0.662, -4.892)
H (0.397, -1.720, -6.172)
H (2.207, -2.902, -4.955)
H (2.234, -2.949, -2.490)
C (1.619, -3.917, 2.542)
C (0.470, -3.245, 1.867)
N (0.461, -1.969, 1.695)
O (1.614, -1.378, 2.136)
C (-0.673, -4.056, 1.437)
C (-0.960, -5.398, 2.044)
N (-1.458, -3.564, 0.545)
O (-2.472, -3.996, 0.035)
H (2.555, -3.523, 2.150)
H (1.579, -4.991, 2.390)
H (1.607, -3.710, 3.614)
H (1.374, -0.455, 2.351)
H (-0.580, -5.451, 3.062)
H (-0.503, -6.200, 1.462)
H (-2.035, -5.566, 2.062)
C (3.556, -0.069, -0.222)
Ge (2.368, 1.345, -0.866)
C (2.314, 1.259, -2.821)
C (3.043, 3.123, -0.394)
Ge (0.171, 1.185, 0.278)
C (0.425, 1.611, 2.190)
C (1.728, 1.841, 2.650)
C (1.973, 2.228, 3.962)
C (0.914, 2.395, 4.839)
C (-0.386, 2.178, 4.401)
C (-0.628, 1.791, 3.093)
C (-1.149, 2.410, -0.475)
C (-2.410, 2.632, 0.080)
C (-3.277, 3.562, -0.471)
C (-2.895, 4.293, -1.588)
C (-1.640, 4.099, -2.141)
C (-0.776, 3.164, -1.588)
H (4.517, 0.027, -0.729)
H (3.123, -1.040, -0.462)
H (3.726, -0.025, 0.853)
H (3.333, 1.417, -3.180)
H (1.682, 2.021, -3.269)
H (1.986, 0.289, -3.171)
H (4.028, 3.222, -0.855)
H (3.147, 3.277, 0.677)
H (2.400, 3.908, -0.792)
H (2.573, 1.706, 1.985)
H (2.989, 2.399, 4.292)
H (1.100, 2.695, 5.862)
H (-1.216, 2.314, 5.082)
H (-1.649, 1.635, 2.776)
H (-2.725, 2.084, 0.957)
H (-4.251, 3.719, -0.027)
H (-3.572, 5.019, -2.019)
H (-1.329, 4.677, -3.002)
H (0.202, 3.037, -2.031)

Forces on the atoms, in the same order (eV/Å):
0.372 -0.336 0.424
-0.109 0.101 0.026
0.018 -0.114 -0.033
-0.224 -0.017 -0.419
0.007 0.023 0.119
0.059 0.143 0.188
-0.027 -0.224 -0.179
0.161 -0.034 0.185
0.057 0.011 -0.036
-0.022 0.028 -0.009
0.053 0.009 -0.002
-0.074 0.125 -0.045
-0.163 0.021 -0.183
-0.055 0.172 -0.175
-0.015 -0.033 -0.008
0.002 -0.014 0.006
0.042 0.009 -0.040
0.002 -0.006 -0.012
-0.016 -0.001 0.000
0.000 -0.003 0.007
0.006 0.005 0.018
-0.008 -0.029 0.008
-0.001 0.017 0.167
-0.081 -0.392 -0.139
0.042 0.519 0.098
-0.027 -0.023 0.008
-0.008 -0.033 -0.027
-0.079 -0.082 0.025
0.041 0.005 -0.038
0.007 -0.026 -0.005
0.018 0.009 0.005
-0.002 0.029 0.000
-0.010 -0.045 -0.032
-0.022 -0.006 0.006
0.003 0.004 -0.004
0.000 0.006 -0.009
-0.044 -0.011 -0.007
0.021 -0.157 -0.123
-0.001 0.062 0.082
-0.018 0.022 0.016
-0.041 0.578 0.120
0.124 -0.137 -0.007
-0.019 -0.199 -0.047
-0.025 0.005 0.040
0.033 -0.002 -0.002
0.025 0.016 -0.010
-0.043 0.111 -0.026
-0.031 -0.056 0.045
0.069 0.064 0.042
0.009 -0.005 0.010
-0.006 0.010 -0.006
0.012 0.014 -0.015
-0.003 -0.044 -0.035
-0.006 0.011 -0.003
0.009 -0.002 0.010
-0.002 0.013 -0.015
0.017 0.013 0.057
-0.042 0.044 0.019
-0.098 -0.217 -0.077
0.002 0.025 -0.007
0.008 0.023 -0.028
-0.008 -0.016 -0.008
-0.026 0.001 0.026
0.005 0.002 0.004
0.000 0.004 0.003
-0.006 0.005 0.003
0.104 0.037 0.060
-0.014 0.018 0.014
0.000 -0.003 0.009
-0.003 -0.001 0.001
0.001 -0.001 -0.001
0.048 -0.044 -0.043

Properties
Max |F| ... 0.66 eV/A
LUMO level (alpha / beta) ... -3.47 / -4.79 eV
Energy above the lowest of the compared OMol25 structures with the same formula, charge and spin ... 0.00 kcal per mole
Multiplicity ... 2
⟨S²⟩ ... 0.769
E ... -6219.22064 a.u.
Total charge ... +1



The following is a quantum chemistry calculation of 2 unconnected molecules or ions with the total composition C9H14S at a distorted geometry, from OMol25.

Atoms and positions in Å:
C (1.591, -0.485, 3.466)
C (1.258, -0.770, 2.052)
C (0.834, 0.240, 1.214)
C (0.552, -0.022, -0.120)
C (0.703, -1.334, -0.643)
C (1.128, -2.337, 0.210)
C (1.412, -2.069, 1.531)
H (1.032, -1.071, 4.092)
H (1.316, 0.564, 3.666)
H (2.665, -0.560, 3.715)
H (0.669, 1.223, 1.634)
H (0.234, 0.741, -0.790)
H (0.473, -1.501, -1.690)
H (1.229, -3.304, -0.148)
H (1.669, -2.890, 2.163)
C (-2.459, 0.301, -1.835)
S (-1.323, 0.910, -3.129)
C (-1.238, 2.683, -2.751)
H (-3.471, 0.521, -2.047)
H (-2.328, -0.747, -1.738)
H (-2.240, 0.751, -0.922)
H (-0.533, 3.162, -3.404)
H (-0.921, 2.798, -1.686)
H (-2.251, 3.196, -2.839)

Forces on the atoms, in the same order (eV/Å):
1.326 2.425 -0.774
0.660 -1.187 -0.469
-0.352 -0.039 -0.494
0.359 -1.575 -0.240
-0.169 1.642 0.560
-0.244 1.384 0.118
-0.526 1.018 0.048
-1.220 -1.615 1.791
0.110 -0.318 0.143
-0.421 -0.238 -0.233
0.108 0.167 -0.100
-0.206 0.540 -0.304
0.078 -0.111 0.121
0.191 -1.775 -0.634
0.361 -0.307 0.498
0.592 0.502 -1.353
-0.169 -0.051 -0.024
-1.670 0.180 1.426
-1.110 0.186 -0.524
0.192 -0.967 -0.033
0.631 0.721 1.625
0.286 0.055 -0.276
-0.052 0.056 -0.799
1.243 -0.692 -0.075

Properties
Max |F| ... 2.87 eV/A
LUMO level ... 0.93 eV
Energy above the lowest of the compared OMol25 structures with the same formula, charge and spin ... 8.72 kcal per mole
Multiplicity ... 1
SMILES ... Cc1ccccc1.CSC
E ... -749.49904 a.u.



The following is a quantum chemistry calculation of a single C4H11P molecule at a distorted geometry, from OMol25.

Atoms and positions in Å:
C (1.591, 1.640, -0.696)
P (0.446, -0.158, -0.941)
C (1.181, -1.015, 0.443)
C (-1.352, -0.302, -0.353)
C (-1.624, 0.555, 0.875)
H (1.575, 2.075, -1.685)
H (2.511, 1.121, -0.530)
H (0.377, -1.136, -1.914)
H (2.339, -1.064, 0.565)
H (0.947, -0.583, 1.359)
H (0.819, -2.050, 0.473)
H (-2.120, -0.020, -1.095)
H (-1.490, -1.329, 0.033)
H (-0.915, 0.494, 1.590)
H (-1.672, 1.579, 0.518)
H (-2.612, 0.191, 1.358)

Forces on the atoms, in the same order (eV/Å):
-2.970 -1.843 -0.203
0.613 2.778 1.514
2.767 -2.279 -0.228
0.305 0.123 0.450
-3.593 0.054 -1.797
0.099 0.293 -0.440
0.907 -0.554 -0.086
0.253 -0.419 -0.644
-1.905 0.173 -1.039
-0.956 1.088 1.467
0.112 0.093 0.034
0.639 -0.534 -0.009
0.170 0.050 -0.984
2.472 -0.229 2.331
-0.326 0.282 0.494
1.414 0.924 -0.858

Properties
Max |F| ... 4.02 eV/A
LUMO level ... 0.97 eV
Energy above the lowest of the compared OMol25 structures with the same formula, charge and spin ... 77.78 kcal per mole
Multiplicity ... 1
SMILES ... C=[P@@H](C)CC
E ... -500.20534 a.u.



The following is a quantum chemistry calculation of a single C2H6N4O2 molecule at a distorted geometry, from OMol25.

Atoms and positions in Å:
H (-2.002, 1.461, 1.156)
N (-1.541, 1.115, 1.986)
C (-0.602, 0.298, 1.788)
N (-0.082, -0.180, 0.575)
N (0.833, -1.266, 0.692)
C (-0.498, 0.253, -0.675)
O (-1.513, 0.907, -0.860)
N (0.187, -0.226, -1.783)
O (1.602, -0.145, -1.707)
H (-0.059, -0.134, 2.629)
H (1.669, -1.007, 0.132)
H (0.410, -2.131, 0.364)
H (-0.158, 0.230, -2.627)
H (1.754, 0.824, -1.670)

Forces on the atoms, in the same order (eV/Å):
0.090 -0.125 -0.367
0.255 -0.143 0.494
-0.438 0.435 0.239
0.549 -0.632 -0.904
0.705 0.909 -0.189
-1.534 -0.036 0.553
0.491 0.031 0.172
0.575 -0.211 -0.194
-0.318 1.034 -0.230
-0.038 -0.025 -0.186
-0.918 -0.737 0.584
0.082 0.328 -0.182
0.104 -0.161 0.235
0.395 -0.667 -0.026

Properties
Max |F| ... 1.63 eV/A
LUMO level ... 0.27 eV
Energy above the lowest of the compared OMol25 structures with the same formula, charge and spin ... 55.37 kcal per mole
Multiplicity ... 1
SMILES ... [H]/N=C\N(N)C(=O)NO
E ... -449.23295 a.u.



- Among the records above, which one has the highest max |F|?
  C5H10AlO4